(1)
{"formula": "C2H6IOPS", "method": "wB97M-V/def2-TZVPD", "fmax_ev_per_a": 4.4, "de_lowest_kcal_mol": 48.1, "homo_energy_ev": [-7.87, -7.87], "e_tot_ha": -1192.1459, "gap_ev": [6.22, 6.22], "total_charge": 0, "symbols": ["C", "C", "O", "P", "S", "I", "H", "H", "H", "H", "H", "H"], "positions_angstrom": [[1.026, -0.588, -0.759], [-2.345, -0.587, 0.309], [0.056, 1.872, 0.323], [1.173, 1.049, -0.098], [-0.805, -1.288, 0.316], [0.002, -0.770, 2.608], [1.749, -1.313, -0.562], [0.606, -0.443, -1.793], [-2.408, 0.430, 0.783], [-3.046, -0.794, -0.479], [2.299, 0.814, 0.678], [1.694, 1.616, -1.326]], "mulliken_charge": [-0.76, -0.51, -0.54, 0.31, -0.05, 0.11, 0.42, 0.34, 0.22, 0.32, 0.10, 0.04]}



(2)
{"formula": "C41H39BrN8O7P2Sr", "method": "wB97M-V/def2-TZVPD", "fmax_ev_per_a": 0.8, "de_lowest_kcal_mol": 13.7, "homo_energy_ev": -2.48, "e_tot_ha": -5838.2223, "gap_ev": 6.47, "total_charge": -2, "symbols": ["Sr", "N", "C", "C", "O", "N", "C", "C", "O", "O", "H", "H", "H", "H", "H", "H", "Br", "C", "C", "C", "C", "C", "N", "C", "O", "O", "H", "H", "H", "O", "C", "O", "C", "C", "C", "C", "C", "C", "P", "C", "C", "C", "C", "C", "C", "C", "C", "C", "C", "C", "C", "H", "H", "H", "H", "H", "H", "H", "H", "H", "H", "H", "H", "H", "H", "C", "N", "C", "N", "C", "N", "C", "P", "C", "C", "H", "H", "H", "H", "H", "H", "H", "H", "H", "H", "H", "H", "N", "C", "C", "C", "C", "N", "C", "C", "H", "H", "H", "H"], "positions_angstrom": [[0.667, 0.373, 1.148], [-0.275, 1.294, 3.523], [-0.099, 2.760, 3.505], [1.042, 3.087, 2.502], [2.177, 3.114, 3.010], [0.821, 3.168, 1.192], [-0.498, 3.452, 0.642], [-0.940, 2.378, -0.387], [-0.913, 2.614, -1.608], [-1.265, 1.270, 0.145], [-1.015, 1.023, 4.158], [0.588, 0.857, 3.855], [0.207, 3.157, 4.481], [-1.059, 3.200, 3.231], [-0.472, 4.404, 0.091], [-1.303, 3.515, 1.386], [4.668, -2.082, -1.764], [5.066, -0.944, -0.266], [6.253, -0.235, -0.304], [6.529, 0.551, 0.804], [5.647, 0.550, 1.869], [4.475, -0.197, 1.781], [4.180, -0.917, 0.693], [3.517, -0.245, 2.981], [4.045, -0.493, 4.067], [2.316, -0.036, 2.702], [6.910, -0.292, -1.159], [7.433, 1.147, 0.833], [5.829, 1.113, 2.772], [0.843, -3.952, 2.076], [-0.025, -3.070, 2.059], [0.119, -1.872, 1.710], [-1.445, -3.534, 2.458], [-1.525, -4.771, 3.107], [-2.737, -5.330, 3.454], [-3.916, -4.673, 3.124], [-3.850, -3.460, 2.468], [-2.626, -2.863, 2.149], [-2.608, -1.277, 1.224], [-3.741, -0.207, 2.183], [-4.176, -0.447, 3.485], [-4.864, 0.528, 4.195], [-5.124, 1.762, 3.620], [-4.667, 2.024, 2.336], [-3.967, 1.058, 1.635], [-3.621, -1.833, -0.199], [-3.214, -3.006, -0.836], [-3.805, -3.422, -2.016], [-4.817, -2.666, -2.593], [-5.226, -1.496, -1.971], [-4.632, -1.081, -0.789], [-0.588, -5.272, 3.309], [-2.768, -6.286, 3.964], [-4.879, -5.109, 3.364], [-4.767, -2.956, 2.184], [-3.969, -1.395, 3.960], [-5.187, 0.319, 5.208], [-5.655, 2.524, 4.179], [-4.822, 2.998, 1.888], [-3.527, 1.300, 0.675], [-2.413, -3.598, -0.406], [-3.465, -4.334, -2.493], [-5.276, -2.985, -3.520], [-6.010, -0.891, -2.411], [-4.967, -0.163, -0.325], [4.095, 3.906, -2.987], [4.329, 2.479, -3.199], [3.638, 2.085, -4.422], [2.217, 2.402, -4.447], [2.058, 3.830, -4.177], [2.692, 4.292, -2.948], [2.016, 3.739, -1.763], [2.018, 1.891, -1.702], [3.833, 1.700, -2.057], [1.483, 1.605, -3.456], [4.572, 4.448, -3.815], [4.571, 4.206, -2.051], [4.115, 2.608, -5.261], [3.763, 1.008, -4.564], [0.992, 4.062, -4.133], [2.508, 4.378, -5.016], [0.978, 4.067, -1.741], [2.491, 4.106, -0.849], [4.055, 0.641, -2.232], [4.393, 1.994, -1.163], [0.421, 1.846, -3.514], [1.597, 0.542, -3.697], [-0.830, -4.827, -4.773], [-0.527, -4.039, -3.991], [-0.151, -3.062, -3.016], [-0.731, -1.794, -3.041], [-0.349, -0.891, -2.063], [0.534, -1.198, -1.120], [1.082, -2.406, -1.086], [0.775, -3.382, -2.025], [-1.471, -1.528, -3.782], [-0.768, 0.110, -2.008], [1.755, -2.611, -0.262], [1.231, -4.360, -1.971]], "mulliken_charge": [1.47, -0.16, -0.94, 0.61, -0.74, -0.18, -0.66, 0.37, -0.78, 0.33, 0.20, 0.06, 0.42, 0.41, 0.35, 0.12, -0.21, 0.13, -0.39, -0.40, -0.69, 0.68, -0.03, 0.05, -0.77, -0.53, 0.36, 0.39, 0.42, -0.81, -0.19, -0.46, -0.20, -0.90, -0.51, -0.81, -0.23, 0.16, 2.14, 0.58, -0.73, -0.69, -0.61, -0.97, -0.35, 0.29, -0.45, -0.66, -0.68, -0.59, -0.49, 0.48, 0.37, 0.39, 0.49, 0.32, 0.38, 0.37, 0.38, 0.28, 0.33, 0.45, 0.35, 0.42, 0.27, -0.97, 0.13, -1.01, 0.18, -0.93, 0.16, -1.21, 1.89, -1.03, -1.50, 0.32, 0.37, 0.29, 0.37, 0.43, 0.28, 0.42, 0.36, 0.01, 0.39, 0.52, 0.40, -0.62, -0.19, 0.69, -0.85, -0.36, 1.60, -1.10, -0.99, 0.54, 0.23, 0.65, 0.54]}



What did the first record say?
{"formula": "C2H6IOPS", "method": "wB97M-V/def2-TZVPD", "fmax_ev_per_a": 4.4, "de_lowest_kcal_mol": 48.1, "homo_energy_ev": [-7.87, -7.87], "e_tot_ha": -1192.1459, "gap_ev": [6.22, 6.22], "total_charge": 0, "symbols": ["C", "C", "O", "P", "S", "I", "H", "H", "H", "H", "H", "H"], "positions_angstrom": [[1.026, -0.588, -0.759], [-2.345, -0.587, 0.309], [0.056, 1.872, 0.323], [1.173, 1.049, -0.098], [-0.805, -1.288, 0.316], [0.002, -0.770, 2.608], [1.749, -1.313, -0.562], [0.606, -0.443, -1.793], [-2.408, 0.430, 0.783], [-3.046, -0.794, -0.479], [2.299, 0.814, 0.678], [1.694, 1.616, -1.326]], "mulliken_charge": [-0.76, -0.51, -0.54, 0.31, -0.05, 0.11, 0.42, 0.34, 0.22, 0.32, 0.10, 0.04]}